Record 1
{
  "formula": "C10H20FNO4",
  "method": "the ωB97M-V functional and the def2-TZVPD basis",
  "multiplicity": 1,
  "e_homo_ev": -7.14,
  "fmax_ha_per_bohr": 0.030,
  "total_charge": 0,
  "orbital_gap_ev": 7.163,
  "elements": ["O", "C", "O", "C", "C", "C", "C", "C", "C", "O", "C", "C", "F", "N", "H", "H", "H", "H", "H", "H", "H", "H", "H", "H", "H", "H", "H", "H", "H", "H", "H", "C", "O", "H", "H", "H"],
  "positions_angstrom": [[-3.73353, 0.99816, 3.94155], [-3.53120, 1.87752, 3.14184], [-3.82672, 1.80785, 1.83013], [-3.03399, 0.83597, 1.08404], [-2.44275, 1.52486, -0.13716], [-1.22716, 0.81980, -0.75347], [-0.25155, 0.20129, 0.23640], [1.14327, -0.06041, -0.34936], [2.16529, 0.86184, 0.34685], [3.51294, 0.40787, 0.32094], [3.58433, -0.88868, 0.85459], [2.90838, -1.81701, -0.13934], [3.34269, -1.55677, -1.40565], [1.45097, -1.50976, -0.10720], [-3.08017, 2.82883, 3.45799], [-2.27761, 0.43339, 1.75766], [-3.69962, 0.01913, 0.80397], [-3.22619, 1.53804, -0.90108], [-2.25172, 2.57392, 0.10357], [-1.52823, 0.02754, -1.44318], [-0.67195, 1.54928, -1.35515], [-0.18417, 0.84403, 1.12414], [-0.68868, -0.74383, 0.57722], [1.08944, 0.09645, -1.42419], [2.16220, 1.82669, -0.16091], [1.87253, 1.00218, 1.39581], [4.61809, -1.17285, 1.04196], [3.03495, -0.92161, 1.80844], [3.04158, -2.87570, 0.10052], [0.88620, -2.09396, -0.80622], [1.11999, -1.71776, 0.83440], [-0.05749, -1.35141, -3.14506], [-0.49857, -1.88183, -1.96950], [0.83967, -1.84138, -3.58828], [-0.80154, -1.37769, -3.96809], [0.24029, -0.26398, -3.10816]]
}

---

Record 2
{
  "formula": "C3H3BrCl2",
  "method": "the ωB97M-V functional and the def2-TZVPD basis",
  "multiplicity": 1,
  "e_homo_ev": -10.19,
  "fmax_ha_per_bohr": 0.072,
  "total_charge": 0,
  "orbital_gap_ev": 10.253,
  "elements": ["Cl", "C", "C", "C", "Cl", "Br", "H", "H", "H"],
  "positions_angstrom": [[1.39317, -1.84679, 0.96578], [0.35820, -0.50378, 0.73377], [0.56832, 0.64213, -0.42906], [-0.66175, -0.22378, -0.34575], [-1.43835, -1.35132, -1.44658], [-2.17103, 1.09845, 0.17900], [0.08617, 0.03618, 1.65799], [0.53591, 1.70229, -0.14038], [1.32938, 0.44662, -1.17476]]
}

---

Record 3
{
  "formula": "C4H8N2O",
  "method": "the ωB97M-V functional and the def2-TZVPD basis",
  "multiplicity": 1,
  "e_homo_ev": [-7.77, -7.72],
  "fmax_ha_per_bohr": 0.072,
  "total_charge": 0,
  "orbital_gap_ev": [7.423, 7.368],
  "elements": ["C", "N", "C", "C", "C", "O", "N", "H", "H", "H", "H", "H", "H", "H", "H"],
  "positions_angstrom": [[-2.05434, 0.43937, -0.15226], [2.07431, 0.10564, -0.18508], [0.23920, -0.63513, 0.12085], [-0.53955, 0.49492, -0.21470], [0.11953, -1.93652, 0.27187], [2.72049, 0.64978, 0.88848], [0.09883, 1.62018, -0.47682], [2.87936, -0.10762, 1.47475], [2.08579, 0.84037, -0.90069], [-0.52210, 2.26152, -0.98257], [-2.44451, 0.16445, -1.13630], [-2.47440, 1.40973, 0.12168], [-2.39095, -0.28791, 0.58726], [0.83038, -2.50727, 0.86354], [-0.62203, -2.51150, -0.28001]]
}

---

Record 4
{
  "formula": "C23H30N2O3S",
  "method": "the ωB97M-V functional and the def2-TZVPD basis",
  "multiplicity": 1,
  "e_homo_ev": -8.60,
  "fmax_ha_per_bohr": 0.014,
  "total_charge": 0,
  "orbital_gap_ev": 8.246,
  "elements": ["C", "S", "C", "C", "C", "C", "O", "N", "C", "C", "C", "C", "C", "C", "C", "C", "C", "C", "N", "C", "O", "C", "C", "C", "C", "C", "C", "C", "O", "H", "H", "H", "H", "H", "H", "H", "H", "H", "H", "H", "H", "H", "H", "H", "H", "H", "H", "H", "H", "H", "H", "H", "H", "H", "H", "H", "H", "H", "H"],
  "positions_angstrom": [[1.47964, 5.45108, -0.48017], [2.21995, 3.91936, -1.11533], [2.80789, 3.18960, 0.45185], [1.69873, 2.52250, 1.24735], [1.09293, 1.33199, 0.50452], [-0.07065, 0.76307, 1.34505], [0.09383, 0.45810, 2.51189], [-1.25425, 0.64112, 0.72986], [-1.59867, 0.90327, -0.65670], [-3.05773, 0.43556, -0.75944], [-3.80347, 1.16127, -1.87336], [-3.57217, 0.76957, 0.64235], [-2.43124, 0.20032, 1.47211], [-2.53685, -1.32471, 1.51414], [-2.52640, -1.98320, 0.11939], [-1.09099, -2.36197, -0.26318], [-3.33362, -3.28708, 0.19025], [-3.16821, -1.08241, -0.96305], [2.05420, 0.26786, 0.26113], [1.98267, -0.47638, -0.90860], [1.20407, -0.26978, -1.80850], [3.01920, -1.52388, -0.79223], [3.38468, -2.53385, -1.65739], [4.40861, -3.38585, -1.25532], [5.03813, -3.22299, -0.03087], [4.66893, -2.20123, 0.83916], [3.65178, -1.36017, 0.44089], [3.04428, -0.19035, 1.12867], [3.36047, 0.29183, 2.18327], [2.23851, 6.03035, 0.03856], [1.11649, 6.00173, -1.34128], [0.65320, 5.21946, 0.18545], [3.27789, 3.98712, 1.02660], [3.57130, 2.46708, 0.16548], [2.08912, 2.18124, 2.20689], [0.89473, 3.23548, 1.44460], [0.74983, 1.65214, -0.48416], [-0.94470, 0.37451, -1.35227], [-1.53738, 1.97826, -0.86807], [-3.34900, 0.94446, -2.83722], [-3.77813, 2.23726, -1.71518], [-4.84354, 0.84499, -1.90357], [-4.52709, 0.30102, 0.86773], [-3.66279, 1.84806, 0.77921], [-2.37156, 0.59198, 2.49126], [-1.71043, -1.71908, 2.10682], [-3.46415, -1.57170, 2.03505], [-1.06328, -2.80764, -1.25561], [-0.69592, -3.08877, 0.44472], [-0.43155, -1.50316, -0.25842], [-3.32210, -3.79282, -0.77288], [-4.36906, -3.09271, 0.46287], [-2.90627, -3.95678, 0.93319], [-2.73642, -1.34126, -1.93187], [-4.23497, -1.31467, -1.01471], [2.89078, -2.65243, -2.60904], [4.71809, -4.18808, -1.90846], [5.82904, -3.90108, 0.25306], [5.15365, -2.06762, 1.79354]]
}

---

What did the first record say?
{
  "formula": "C10H20FNO4",
  "method": "the ωB97M-V functional and the def2-TZVPD basis",
  "multiplicity": 1,
  "e_homo_ev": -7.14,
  "fmax_ha_per_bohr": 0.030,
  "total_charge": 0,
  "orbital_gap_ev": 7.163,
  "elements": ["O", "C", "O", "C", "C", "C", "C", "C", "C", "O", "C", "C", "F", "N", "H", "H", "H", "H", "H", "H", "H", "H", "H", "H", "H", "H", "H", "H", "H", "H", "H", "C", "O", "H", "H", "H"],
  "positions_angstrom": [[-3.73353, 0.99816, 3.94155], [-3.53120, 1.87752, 3.14184], [-3.82672, 1.80785, 1.83013], [-3.03399, 0.83597, 1.08404], [-2.44275, 1.52486, -0.13716], [-1.22716, 0.81980, -0.75347], [-0.25155, 0.20129, 0.23640], [1.14327, -0.06041, -0.34936], [2.16529, 0.86184, 0.34685], [3.51294, 0.40787, 0.32094], [3.58433, -0.88868, 0.85459], [2.90838, -1.81701, -0.13934], [3.34269, -1.55677, -1.40565], [1.45097, -1.50976, -0.10720], [-3.08017, 2.82883, 3.45799], [-2.27761, 0.43339, 1.75766], [-3.69962, 0.01913, 0.80397], [-3.22619, 1.53804, -0.90108], [-2.25172, 2.57392, 0.10357], [-1.52823, 0.02754, -1.44318], [-0.67195, 1.54928, -1.35515], [-0.18417, 0.84403, 1.12414], [-0.68868, -0.74383, 0.57722], [1.08944, 0.09645, -1.42419], [2.16220, 1.82669, -0.16091], [1.87253, 1.00218, 1.39581], [4.61809, -1.17285, 1.04196], [3.03495, -0.92161, 1.80844], [3.04158, -2.87570, 0.10052], [0.88620, -2.09396, -0.80622], [1.11999, -1.71776, 0.83440], [-0.05749, -1.35141, -3.14506], [-0.49857, -1.88183, -1.96950], [0.83967, -1.84138, -3.58828], [-0.80154, -1.37769, -3.96809], [0.24029, -0.26398, -3.10816]]
}

---

> Which formula does entry 1 have?

C10H20FNO4

---

> What is the formula in the fourth record?

C23H30N2O3S